No. 1
A molecular structure, C5H10O in a non-equilibrium geometry. Source: OMol25; level of theory: ωB97M-V/def2-TZVPD.

Each line ends with the Mulliken charge.
CARTESIAN COORDINATES (ANGSTROEM)
C (0.5579, -0.1818, -1.0106)  0.510
C (-0.7828, -0.4726, -0.4660)  -0.732
C (0.8616, 1.1184, -1.6793)  -1.273
C (-0.3817, -0.8612, 1.0592)  0.039
C (-1.0079, -0.2805, 2.1472)  -0.951
O (1.1981, -0.1579, 0.6764)  -0.597
H (1.2073, 0.4972, 1.4000)  0.399
H (1.1323, -1.0314, -1.3665)  0.248
H (-1.2669, -1.3246, -0.9419)  0.328
H (-1.4433, 0.3938, -0.4454)  0.299
H (-0.1908, -1.9272, 1.1577)  0.227
H (0.5262, 1.9734, -1.0891)  0.324
H (1.9316, 1.2222, -1.8735)  0.347
H (0.3498, 1.1621, -2.6494)  0.340
H (-1.3849, -0.8922, 2.9558)  0.232
H (-1.3065, 0.7625, 2.1253)  0.261

The energy above the lowest of the compared OMol25 structures with the same formula, charge and spin is 101.7 kcal per mole. Its total charge is 0. Its orbital gap is 7.7 eV. As for the largest force on an atom: 2.7 eV/A.



No. 2
4 unconnected molecules or ions with the total composition C2H12N2O3 in a non-equilibrium geometry. Source: OMol25; level of theory: ωB97M-V/def2-TZVPD.

Each line ends with the Mulliken charge.
CARTESIAN COORDINATES (ANGSTROEM)
N (-2.5144, 0.1613, -1.0625)  -0.506
C (-1.5019, -0.1156, -0.1225)  -0.343
C (-1.4396, 0.1122, 1.2441)  -0.496
N (-0.2716, -0.3214, 1.9552)  -0.612
H (-3.1956, 0.9144, -0.8486)  0.230
H (-2.9977, -0.7301, -1.3063)  0.253
H (-0.7598, -0.6225, -0.5296)  0.583
H (-2.2827, 0.3422, 1.9238)  0.314
H (0.2489, -0.9805, 1.4301)  0.344
H (0.3676, 0.4821, 2.1525)  0.299
O (1.8383, -2.0302, 0.2042)  -0.657
H (2.0900, -1.2182, 0.6384)  0.296
H (1.9060, -1.8050, -0.6698)  0.355
O (1.0598, 1.5878, 0.0680)  -0.717
H (0.9941, 1.8750, -0.8430)  0.334
H (0.1123, 1.5584, 0.2830)  0.317
O (2.2256, -0.1535, -1.5303)  -0.769
H (2.3808, 0.6453, -2.2140)  0.301
H (1.7400, 0.2981, -0.7729)  0.475

The energy above the lowest of the compared OMol25 structures with the same formula, charge and spin is 50.1 kcal per mole. Its total charge is 0. Its orbital gap is 8.8 eV. As for the largest force on an atom: 6.2 eV/A.



No. 3
A molecular structure, C39H52Cl2OP4W in a non-equilibrium geometry. Source: OMol25; level of theory: ωB97M-V/def2-TZVPD.

Each line ends with the Mulliken charge.
CARTESIAN COORDINATES (ANGSTROEM)
P (1.4959, 1.0410, -2.8230)  1.182
C (3.1712, 1.4445, -2.8843)  0.630
C (3.9262, 0.7769, -3.8593)  -0.177
H (3.4715, -0.0515, -4.3982)  0.421
C (5.2070, 1.2379, -4.1118)  -0.734
H (5.7988, 0.7360, -4.8775)  0.452
C (5.7142, 2.3204, -3.3783)  -0.512
H (6.7309, 2.6569, -3.5903)  0.414
C (4.9583, 2.9483, -2.3775)  -0.695
H (5.3841, 3.7720, -1.8082)  0.451
C (3.6816, 2.4959, -2.0976)  -0.638
H (3.0829, 2.9440, -1.3129)  0.456
C (1.0502, -0.5739, -3.3701)  0.088
C (1.7602, -1.7169, -2.9473)  -0.224
H (2.6510, -1.6036, -2.3378)  0.811
C (1.3626, -2.9770, -3.3715)  -0.984
H (1.9245, -3.8475, -3.0380)  0.479
C (0.2669, -3.1072, -4.2301)  -0.563
H (-0.0441, -4.0878, -4.5802)  0.481
C (-0.4322, -1.9792, -4.6669)  -0.914
H (-1.2734, -2.0528, -5.3578)  0.485
C (-0.0556, -0.7119, -4.2341)  -0.416
H (-0.5425, 0.1870, -4.6055)  0.565
C (0.4449, 2.2987, -3.4678)  0.410
C (0.9336, 2.9970, -4.5856)  -0.923
H (1.9440, 2.7779, -4.9222)  0.517
C (0.1233, 3.9324, -5.2073)  -0.716
H (0.5040, 4.4373, -6.0951)  0.442
C (-1.1436, 4.2241, -4.6914)  -0.703
H (-1.7576, 4.9668, -5.2032)  0.419
C (-1.6047, 3.5746, -3.5385)  -1.174
H (-2.5704, 3.8275, -3.0987)  0.505
C (-0.8214, 2.6013, -2.9408)  1.143
H (-1.1933, 2.1244, -2.0428)  -0.225
W (0.1936, 0.2787, 1.7282)  -0.227
C (-1.3513, -1.1307, 1.3768)  -1.328
C (-1.9345, -1.4448, 0.1779)  1.240
H (-1.6722, -1.7152, 2.2318)  -0.153
C (-1.3564, -0.6444, -0.9669)  1.727
O (-2.3911, -0.0792, -1.8150)  -0.689
H (-1.9881, 0.4255, -2.5510)  0.117
C (-0.6722, 0.4091, -0.2288)  1.258
H (-0.6653, -1.2478, -1.5941)  -0.501
C (0.3132, 1.2674, 0.0805)  -1.619
Cl (2.0044, 1.7790, 2.2526)  -0.425
P (-1.5782, 2.3419, 1.7206)  1.405
P (1.7216, -1.6282, 1.9153)  0.966
C (-1.3038, 3.4459, 3.1335)  -1.309
H (-0.2628, 3.8011, 3.1078)  0.306
H (-1.4858, 2.9072, 4.0735)  0.352
H (-2.0024, 4.2887, 3.0263)  0.586
C (-1.6234, 3.4780, 0.3044)  -1.283
H (-2.2946, 3.0893, -0.4743)  0.190
H (-0.6254, 3.6113, -0.1308)  0.218
H (-1.9958, 4.4529, 0.6454)  0.657
C (-3.3046, 1.7662, 1.8230)  -1.492
H (-3.4809, 1.2074, 2.7495)  0.345
H (-3.5645, 1.1307, 0.9655)  0.157
H (-3.9506, 2.6537, 1.8147)  0.527
C (2.6205, -1.6747, 3.4911)  -1.313
H (1.9486, -1.9483, 4.3190)  0.295
H (3.0813, -0.6968, 3.6869)  0.302
H (3.3890, -2.4496, 3.3574)  0.565
C (1.0455, -3.3004, 1.8401)  -1.225
H (0.5693, -3.5016, 0.8701)  0.180
H (0.3162, -3.4522, 2.6462)  0.241
H (1.8877, -3.9926, 1.9761)  0.570
C (3.0077, -1.5921, 0.6507)  -0.894
H (3.6129, -0.6772, 0.7020)  0.414
H (2.5559, -1.6726, -0.3470)  -0.224
H (3.6364, -2.4777, 0.8220)  0.579
P (-3.3217, -2.5891, -0.1425)  1.461
C (-3.6443, -3.4608, 1.4008)  -1.224
C (-2.7102, -3.6599, -1.4571)  -1.062
H (-3.7648, -2.7488, 2.2392)  0.343
H (-2.7895, -4.1187, 1.6276)  0.376
H (-4.5645, -4.0664, 1.2696)  0.436
H (-2.2771, -3.0346, -2.2572)  0.118
H (-3.5420, -4.2965, -1.8051)  0.518
H (-1.8902, -4.2546, -1.0284)  0.391
C (-4.7553, -1.6243, -0.6396)  -1.311
H (-5.1023, -1.0362, 0.2246)  0.416
H (-5.5545, -2.2916, -0.9995)  0.490
H (-4.4148, -0.8930, -1.3880)  0.280
H (0.8169, 2.0542, -0.5123)  0.107
Cl (1.1124, 2.0443, 5.4942)  -0.160
C (0.6795, 0.3893, 5.7906)  1.227
C (1.0514, -0.1729, 7.0163)  -0.691
C (0.6858, -1.4947, 7.3207)  -0.576
C (-0.1185, -2.2145, 6.4412)  -0.775
C (-0.5674, -1.6274, 5.2509)  -0.055
C (-0.1503, -0.3348, 4.8794)  -0.275
C (-0.7033, 0.2408, 3.6335)  -0.296
H (1.6199, 0.4384, 7.7087)  0.478
H (1.0218, -1.9817, 8.2395)  0.400
H (-0.4225, -3.2369, 6.6729)  0.389
H (-1.3147, -2.1495, 4.6371)  0.329
H (-1.7915, 0.2902, 3.6353)  0.348
H (-0.1374, 1.2084, 3.4181)  -0.954

Its total charge is +2. Its orbital gap (spin up / spin down) is 6.3 / 4.2 eV. The spin multiplicity is 3. As for the largest force on an atom: 5.2 eV/A.



No. 4
A molecular structure, C12H42BN4O7 in a non-equilibrium geometry. Source: OMol25; level of theory: ωB97M-V/def2-TZVPD.

Each line ends with the Mulliken charge.
CARTESIAN COORDINATES (ANGSTROEM)
B (0.0506, -0.0881, -0.5458)  -2.680
H (-0.3471, 0.9146, -0.5214)  -1.517
H (0.7019, -0.2135, 0.3053)  1.931
H (-0.7079, -0.8540, -0.4968)  0.747
H (0.5216, -0.2402, -1.5046)  -0.518
C (-3.3173, 0.6745, 0.0735)  -0.603
O (-4.4771, 0.7451, -0.1962)  -0.781
N (-2.8254, 0.3900, 1.2181)  -0.131
N (-2.3686, 0.7986, -0.7745)  0.335
H (-3.4519, 0.1483, 1.9725)  0.309
H (-1.8812, 0.0315, 1.2105)  0.299
H (-2.4409, 0.8572, -1.7802)  -0.257
H (-1.4468, 0.8703, -0.3679)  -0.464
C (3.6216, -2.5024, 0.5977)  -0.136
O (4.2051, -3.4667, 0.9897)  -0.767
N (3.7351, -2.0318, -0.6303)  -0.517
N (2.8807, -1.7257, 1.3258)  -0.047
H (4.2853, -2.5258, -1.3183)  0.165
H (3.1860, -1.2129, -0.8494)  1.087
H (2.8951, -1.7121, 2.3356)  0.106
H (2.3732, -1.0646, 0.7553)  -0.399
C (-1.5698, -0.2632, -3.2595)  -1.226
C (-0.3521, 0.6332, -3.2158)  -0.060
O (-0.5061, 1.4542, -2.1725)  -0.743
H (-1.4746, -0.8897, -4.1464)  0.514
H (-2.4984, 0.3051, -3.2071)  0.373
H (-1.5540, -1.0727, -2.5298)  0.303
H (-0.2510, 1.2313, -4.1214)  0.454
H (0.6052, 0.1128, -3.1849)  0.090
H (-0.3375, 1.0345, -1.3258)  0.514
C (0.6253, -0.1787, 2.8411)  -1.115
C (-0.5352, 0.4185, 2.0626)  0.384
O (-1.0579, -0.6573, 1.4139)  -0.891
H (0.2546, -0.9130, 3.5562)  0.554
H (1.1092, 0.6564, 3.3477)  0.405
H (1.3755, -0.5331, 2.1342)  0.794
H (-0.3088, 1.2110, 1.3494)  -0.140
H (-1.2308, 0.9291, 2.7285)  0.698
H (-0.6814, -0.5935, 0.5331)  -0.103
C (2.5746, 0.9087, 0.6375)  0.053
C (3.0221, 0.6699, -0.8134)  -0.584
O (2.5001, -0.5509, -1.1980)  -0.589
H (1.5624, 0.6300, 0.9305)  -0.704
H (2.7067, 1.9751, 0.8204)  -0.068
H (3.2361, 0.3774, 1.3218)  0.663
H (4.1062, 0.6445, -0.9238)  0.579
H (2.5652, 1.4487, -1.4241)  0.347
H (1.5684, -0.3847, -1.0370)  0.694
C (1.2395, 2.9864, 1.6673)  -1.207
C (0.4808, 3.2858, 0.3216)  -0.321
O (0.8202, 2.2885, -0.6227)  -0.331
H (1.0036, 3.8379, 2.3055)  0.431
H (2.3232, 2.8693, 1.6602)  0.295
H (0.8961, 2.0215, 2.0401)  0.233
H (0.8013, 4.2736, -0.0095)  0.422
H (-0.5793, 3.2503, 0.5727)  0.257
H (0.2474, 1.5295, -0.4902)  1.562
C (-3.9974, -2.4653, -0.0549)  -1.031
C (-2.5370, -2.9744, 0.1935)  0.114
O (-1.7593, -2.3286, -0.8626)  -0.576
H (-4.6383, -2.9378, 0.6894)  0.362
H (-4.4815, -2.6780, -1.0081)  0.296
H (-4.2115, -1.3967, -0.0377)  0.369
H (-2.3175, -4.0301, 0.3527)  0.408
H (-2.0352, -2.5312, 1.0537)  -0.078
H (-1.9016, -1.3956, -0.6870)  0.436

The energy above the lowest of the compared OMol25 structures with the same formula, charge and spin is 520.2 kcal per mole. Its total charge is -1. Its orbital gap is 8.5 eV. As for the largest force on an atom: 10.0 eV/A.



No. 5
C3H5NS2 in the gas phase in a non-equilibrium geometry. Source: OMol25; level of theory: ωB97M-V/def2-TZVPD.

Each line ends with the Mulliken charge.
CARTESIAN COORDINATES (ANGSTROEM)
N (0.8258, 1.4278, 0.0978)  -0.336
C (1.0703, 0.1636, -0.2745)  0.247
S (2.6098, -0.4162, -0.4769)  -0.333
C (-0.1839, -0.6588, -0.5108)  -0.244
C (-1.2536, -0.8388, 0.5837)  -0.556
S (-1.7267, 0.2091, -0.8172)  -0.168
H (-0.1374, 1.7213, 0.1160)  0.137
H (1.5122, 2.1788, 0.0944)  0.237
H (0.0612, -1.5490, -1.0982)  0.445
H (-1.0972, -0.3922, 1.5595)  0.278
H (-1.6805, -1.8455, 0.7261)  0.293

The energy above the lowest of the compared OMol25 structures with the same formula, charge and spin is 13.9 kcal per mole. Its total charge is 0. Its orbital gap is 8.8 eV. As for the largest force on an atom: 1.0 eV/A.